1.
A structure of composition C31H23Cl2GeSSe2TcTe2. Source: the Open Molecules 2025 dataset; level of theory: ωB97M-V/def2-TZVPD.

Structure (XYZ):
```
63
C31H23Cl2GeSSe2TcTe2 (ωB97M-V/def2-TZVPD)
Tc -0.3636 -0.3187 -2.6112
Se 1.9163 0.1185 -3.6505
Te -0.1525 -3.6531 -5.3565
Te -2.3850 -2.0157 -2.1736
Se -1.5398 -1.6249 -4.5414
Cl 0.4873 3.4896 -2.2273
C -1.1760 3.7023 -1.7521
C -1.4455 4.6708 -0.8028
C -2.7540 4.9106 -0.4131
C -3.7753 4.1745 -0.9926
C -3.4768 3.2023 -1.9318
Cl -4.8254 2.2996 -2.5764
C -2.1686 2.8997 -2.3451
S -1.8156 1.6534 -3.4966
H -0.6183 5.2241 -0.3789
H -2.9765 5.6575 0.3377
H -4.8093 4.3291 -0.7152
C 3.3256 2.9492 1.4114
C 3.5194 2.0952 0.3350
C 2.5027 1.2413 -0.0676
C 1.2739 1.2118 0.5902
C 1.0956 2.0798 1.6630
C 2.1062 2.9392 2.0734
Ge -0.1305 -0.0445 -0.0424
C 0.3568 -1.6688 1.0100
C 1.5935 -1.8185 1.6294
C 1.8938 -2.9431 2.3878
C 0.9494 -3.9434 2.5568
C -0.2951 -3.8088 1.9549
C -0.5778 -2.6882 1.1920
C -1.7623 0.4974 0.9548
C -1.8458 0.4232 2.3444
C -2.9978 0.7976 3.0203
C -4.1031 1.2504 2.3101
C -4.0487 1.3086 0.9263
C -2.8917 0.9276 0.2605
H 4.1138 3.6254 1.7229
H 4.4583 2.1019 -0.2075
H 2.6599 0.6056 -0.9324
H 0.1449 2.1071 2.1826
H 1.9373 3.6095 2.9097
H 2.3507 -1.0508 1.5139
H 2.8736 -3.0365 2.8430
H 1.1811 -4.8222 3.1479
H -1.0436 -4.5841 2.0724
H -1.5536 -2.6089 0.7247
H -0.9985 0.0538 2.9144
H -3.0366 0.7297 4.1023
H -5.0056 1.5426 2.8350
H -4.9063 1.6453 0.3552
H -2.8684 0.9418 -0.8225
C 1.2450 -1.2573 -2.6021
C 1.9860 -2.3525 -1.9914
C 3.3505 -2.2526 -1.7216
C 4.0085 -3.2768 -1.0623
C 3.3168 -4.4224 -0.6925
C 1.9646 -4.5402 -0.9815
C 1.2975 -3.5092 -1.6184
H 3.8818 -1.3619 -2.0331
H 5.0642 -3.1821 -0.8361
H 3.8316 -5.2223 -0.1729
H 1.4209 -5.4310 -0.6925
H 0.2402 -3.5774 -1.8405
```

Values from the calculation:
Highest occupied orbital energy (spin up / spin down) in eV: -1.29 / -1.42
Relative energy (zero: lowest compared OMol25 entry of this formula, charge and spin) in eV: 0.0000
Orbital gap (spin up / spin down) in eV: 5.52 / 5.67
Spin multiplicity: 3
Charge: -2
LUMO level (spin up / spin down) in eV: 4.24 / 4.24

Atomic partial charges in e from the Löwdin method, atoms 1 to 5: Tc 0.283; Se 0.512; Te -0.176; Te 0.283; Se -0.435



2.
A cluster of 2 separate species, C41H46N2O in total in a non-equilibrium geometry. Source: the Open Molecules 2025 dataset; level of theory: ωB97M-V/def2-TZVPD.

Structure (XYZ):
```
90
C41H46N2O (ωB97M-V/def2-TZVPD)
C 4.2236 2.9340 2.9995
C 3.1656 1.8390 2.7314
C 2.0712 2.4075 1.8089
C 3.8432 0.6462 2.0321
C 2.5283 1.3611 4.0384
C 1.5063 0.3401 4.0015
O 1.1289 -0.1399 2.9228
C 0.9326 -0.1099 5.2492
C -0.1383 -1.2032 5.2347
C -0.6215 -1.5239 6.6674
C 0.4471 -2.4794 4.6027
C -1.3364 -0.7301 4.3917
C 1.3686 0.4546 6.4217
C 2.3412 1.4354 6.4335
C 2.9089 1.8741 5.2531
H 5.0204 2.5594 3.6423
H 4.6854 3.2836 2.0766
H 3.7773 3.7984 3.4913
H 1.3421 1.6359 1.5612
H 1.5383 3.2246 2.2935
H 2.4949 2.7821 0.8766
H 3.1083 -0.1210 1.7879
H 4.3293 0.9554 1.1062
H 4.5957 0.1928 2.6765
H -1.0472 -0.6409 7.1441
H -1.3867 -2.2996 6.6703
H 0.2023 -1.8741 7.2895
H 0.7521 -2.2907 3.5733
H 1.3242 -2.8197 5.1521
H -0.2851 -3.2875 4.5952
H -1.0297 -0.5546 3.3609
H -2.1334 -1.4742 4.3841
H -1.7432 0.2026 4.7807
H 0.9520 0.1348 7.3585
H 2.6608 1.8589 7.3692
H 3.6656 2.6347 5.3007
C -2.4280 -5.8372 -4.7288
N -1.1877 -5.3939 -4.0896
C 0.0213 -5.5711 -4.8642
C 0.2586 -4.7937 -5.9997
C 1.4251 -4.9352 -6.7160
C 2.3705 -5.8602 -6.3193
C 2.1409 -6.6547 -5.2124
C 0.9780 -6.5137 -4.4885
C -1.2915 -4.2743 -3.1889
C -1.1807 -4.4520 -1.8051
C -1.2631 -3.3831 -0.9583
C -1.4507 -2.0669 -1.4439
C -1.5725 -1.0091 -0.5102
C -1.8947 0.3524 -0.7244
C -1.7556 1.2601 0.3532
C -1.9814 2.5968 0.1935
C -2.3496 3.1145 -1.0548
N -2.5750 4.5245 -1.2350
C -3.9284 4.9187 -1.6265
C -1.5040 5.3734 -1.7079
C -1.1784 5.3991 -3.0648
C -0.1488 6.1880 -3.5240
C 0.5668 6.9701 -2.6381
C 0.2401 6.9753 -1.2949
C -0.7870 6.1857 -0.8296
C -2.5466 2.2207 -2.1183
C -2.3612 0.8773 -1.9543
C -1.4783 -1.8951 -2.8487
C -1.4420 -2.9733 -3.6884
H -3.2876 -5.5345 -4.1364
H -2.5148 -5.4006 -5.7205
H -2.4285 -6.9190 -4.8228
H -0.4806 -4.0748 -6.3052
H 1.5988 -4.3222 -7.5847
H 3.2830 -5.9708 -6.8815
H 2.8721 -7.3860 -4.9129
H 0.7893 -7.1246 -3.6236
H -1.0117 -5.4439 -1.4260
H -1.1739 -3.5367 0.1021
H -1.3730 -1.2772 0.5144
H -1.4633 0.8798 1.3159
H -1.8902 3.2731 1.0248
H -3.9538 5.9718 -1.8909
H -4.2599 4.3382 -2.4831
H -4.6122 4.7498 -0.8000
H -1.7442 4.7867 -3.7448
H 0.0969 6.1922 -4.5733
H 1.3744 7.5857 -2.9975
H 0.7886 7.5980 -0.6084
H -1.0559 6.1839 0.2119
H -2.8388 2.6158 -3.0765
H -2.6632 0.2130 -2.7437
H -1.4333 -0.9103 -3.2749
H -1.5072 -2.8370 -4.7536
```

Values from the calculation:
Highest occupied orbital energy in eV: -4.71
Orbital gap in eV: 1.25
Spin multiplicity: 1
LUMO level in eV: -3.46

Atomic partial charges in e from the Löwdin method, atoms 1 to 5: C -0.079; C -0.526; C -0.065; C -0.056; C -0.121



3.
A structure of composition C56H66AsCsOP2S in a non-equilibrium geometry. Source: the Open Molecules 2025 dataset; level of theory: ωB97M-V/def2-TZVPD.

Structure (XYZ):
```
128
C56H66AsCsOP2S (ωB97M-V/def2-TZVPD)
Cs -0.9975 -0.2222 0.1148
C -3.8835 -0.0540 -1.3661
C -3.3134 -0.8106 -2.4278
C -2.5992 0.1216 -3.2558
C -2.7373 1.3938 -2.6418
C -3.5401 1.2998 -1.4937
C -4.1632 2.4580 -0.7419
C -5.4483 2.8991 -1.4633
C -4.5376 2.0467 0.6841
C -3.2126 3.6567 -0.6907
C -1.8993 -0.0091 -4.6184
C -2.8389 -0.6008 -5.6812
C -1.4957 1.3769 -5.1450
C -0.5988 -0.8233 -4.5662
C -3.7127 -2.2889 -2.5707
C -5.0272 -2.3987 -3.3661
C -3.9810 -2.9019 -1.1813
C -2.6701 -3.2017 -3.2241
H -4.5672 -0.4390 -0.6193
H -2.3480 2.3265 -3.0283
H -6.1537 2.0661 -1.5182
H -5.2170 3.2101 -2.4850
H -5.9324 3.7364 -0.9427
H -5.2733 1.2386 0.6768
H -4.9732 2.8939 1.2244
H -3.6561 1.7018 1.2361
H -2.9779 4.0116 -1.6974
H -2.2751 3.3857 -0.1986
H -3.6591 4.4884 -0.1330
H -3.7654 -0.0219 -5.7199
H -3.1030 -1.6364 -5.4772
H -2.3676 -0.5672 -6.6708
H -2.3612 2.0358 -5.2413
H -1.0387 1.2672 -6.1334
H -0.7656 1.8569 -4.4879
H -0.7747 -1.8640 -4.3092
H 0.0698 -0.4005 -3.8125
H -0.0873 -0.7921 -5.5375
H -5.7947 -1.7795 -2.8958
H -5.3846 -3.4364 -3.3987
H -4.8998 -2.0468 -4.3913
H -4.8621 -2.4706 -0.7052
H -3.1244 -2.7566 -0.5141
H -4.1563 -3.9778 -1.2813
H -2.4643 -2.9397 -4.2590
H -3.0340 -4.2354 -3.2190
H -1.7330 -3.1664 -2.6674
O -0.5978 -0.1650 2.5706
S 0.7325 0.0687 3.2202
C 0.4482 1.3495 4.4641
C 1.0940 1.3184 5.6958
C 0.8406 2.3060 6.6344
C -0.0477 3.3232 6.3314
C -0.6213 3.3983 5.0696
C -0.3609 2.4385 4.0942
P -0.8782 2.6422 2.3196
C -1.7256 4.2727 2.4056
C -3.0275 4.2619 2.9137
C -3.7786 5.4261 2.9701
C -3.2398 6.6203 2.5040
C -1.9502 6.6401 1.9944
C -1.1950 5.4730 1.9451
C 0.7672 3.1634 1.6642
C 0.9035 3.1764 0.2758
C 2.0636 3.6517 -0.3241
C 3.1124 4.1077 0.4601
C 2.9957 4.0861 1.8437
C 1.8333 3.6196 2.4423
C 1.0476 -1.3423 4.2904
C 0.3409 -1.5835 5.4587
C 0.6795 -2.6768 6.2416
C 1.7250 -3.5006 5.8571
C 2.3923 -3.2871 4.6570
C 2.0458 -2.2197 3.8364
P 2.5958 -1.9782 2.0884
C 3.7058 -3.4125 1.7798
C 5.0116 -3.2776 1.3135
C 5.7574 -4.3996 0.9651
C 5.2144 -5.6688 1.0887
C 3.9137 -5.8171 1.5561
C 3.1639 -4.6985 1.8833
C 3.8082 -0.6088 2.2252
C 4.2986 -0.1269 3.4357
C 5.1616 0.9621 3.4622
C 5.5459 1.5772 2.2789
C 5.0578 1.1075 1.0664
C 4.1837 0.0295 1.0431
H 1.7839 0.5215 5.9353
H 1.3275 2.2700 7.6003
H -0.2699 4.0871 7.0660
H -1.2596 4.2374 4.8293
H -3.4563 3.3269 3.2605
H -4.7893 5.3986 3.3593
H -3.8272 7.5301 2.5328
H -1.5260 7.5688 1.6317
H -0.1933 5.5049 1.5350
H 0.0824 2.8426 -0.3492
H 2.1428 3.6669 -1.4042
H 4.0173 4.4810 -0.0044
H 3.8077 4.4488 2.4631
H 1.7588 3.6282 3.5232
H -0.4664 -0.9236 5.7521
H 0.1325 -2.8783 7.1539
H 2.0128 -4.3330 6.4887
H 3.1799 -3.9642 4.3552
H 5.4584 -2.2961 1.2270
H 6.7671 -4.2767 0.5932
H 5.7992 -6.5409 0.8215
H 3.4773 -6.8039 1.6523
H 2.1404 -4.8251 2.2197
H 4.0125 -0.6064 4.3656
H 5.5345 1.3313 4.4102
H 6.2189 2.4255 2.3008
H 5.3484 1.5868 0.1389
H 3.7828 -0.3191 0.0971
C 1.1502 -4.1890 -3.7834
As 1.0374 -2.9626 -2.2628
C 2.9054 -2.3445 -2.3375
C 1.2515 -4.3446 -0.8903
H 2.0445 -4.8073 -3.6924
H 1.1901 -3.6300 -4.7176
H 0.2700 -4.8311 -3.8006
H 3.5938 -3.1303 -2.0177
H 3.0393 -1.4720 -1.6990
H 3.1436 -2.0532 -3.3602
H 2.1925 -4.8868 -0.9999
H 0.4211 -5.0472 -0.9659
H 1.2206 -3.8822 0.0946
```

Values from the calculation:
Highest occupied orbital energy in eV: -5.47
Relative energy (zero: lowest compared OMol25 entry of this formula, charge and spin) in eV: 1.1492
Orbital gap in eV: 5.19
Spin multiplicity: 1
LUMO level in eV: -0.28

Atomic partial charges in e from the Löwdin method, atoms 1 to 5: Cs 0.999; C -0.172; C -0.202; C -0.160; C -0.086



4.
The molecule C2H2O2S2 in a non-equilibrium geometry. Source: the Open Molecules 2025 dataset; level of theory: ωB97M-V/def2-TZVPD.

Structure (XYZ):
```
8
C2H2O2S2 (ωB97M-V/def2-TZVPD)
C 0.1851 0.3700 0.6606
C -0.3405 -0.2727 -0.6124
H 1.2627 -0.0074 2.0331
H -1.6936 -0.5238 -1.7843
O 1.2270 -0.4511 1.0296
O -1.4612 0.0796 -1.0513
S -0.3715 1.6873 1.1604
S 0.5738 -1.5048 -1.1831
```

Values from the calculation:
Highest occupied orbital energy in eV: -8.65
SMILES: OC(=S)C(O)=S
Relative energy (zero: lowest compared OMol25 entry of this formula, charge and spin) in eV: 1.7774
Orbital gap in eV: 7.65
Spin multiplicity: 1
LUMO level in eV: -1.00

Atomic partial charges in e from the Löwdin method, atoms 1 to 5: C -0.999; C -0.918; H 0.186; H 0.129; O -0.151



5.
A cluster of 6 separate species, C8H24O5 in total in a non-equilibrium geometry. Source: the Open Molecules 2025 dataset; level of theory: ωB97M-V/def2-TZVPD.

Structure (XYZ):
```
37
C8H24O5 (ωB97M-V/def2-TZVPD)
C -2.2870 1.7165 2.1102
C -1.6187 1.1128 0.8920
C -0.1744 0.7182 1.0288
C -0.0592 -0.8117 0.8194
C 1.8058 -2.3866 1.2615
C 1.3130 -1.3724 0.5380
C 2.0021 -0.9015 -0.6977
C 3.3186 -0.6959 -0.7555
H -2.2850 1.0088 2.9501
H -1.7479 2.6050 2.4711
H -3.2668 2.1000 1.8753
H -2.3161 0.4382 0.3701
H -1.7397 1.8293 0.0411
H 0.4606 1.2841 0.3462
H 0.2706 0.9698 1.9942
H -0.6584 -1.1947 -0.0259
H -0.4257 -1.3307 1.6910
H 1.1661 -2.6878 2.0844
H 2.7588 -2.8299 1.0297
H 1.3244 -0.8673 -1.5449
H 3.9577 -0.5627 -1.6283
H 3.8994 -0.6264 0.1438
H -0.3550 0.5142 -3.5511
H -0.7260 0.6498 -2.1060
O -0.4046 -0.0195 -2.7326
H -2.1445 -3.1336 -1.2577
H -1.9827 -1.7250 -2.0262
O -2.0036 -2.1750 -1.1859
H -2.5060 -1.9067 2.2164
H -1.7806 -2.4036 0.8862
O -2.1733 -2.6757 1.7282
H 0.1082 3.6248 -2.5932
H 0.7316 2.5471 -1.8123
O -0.0782 2.6965 -2.3469
H 2.1713 1.7225 -0.1963
H 3.0158 2.2540 -1.3658
O 2.4296 2.5149 -0.6513
```

Values from the calculation:
Highest occupied orbital energy in eV: -8.93
SMILES: C=CC(=C)CCCC.O.O.O.O.O
Relative energy (zero: lowest compared OMol25 entry of this formula, charge and spin) in eV: 1.4990
Orbital gap in eV: 9.36
Spin multiplicity: 1
LUMO level in eV: 0.42

Atomic partial charges in e from the Löwdin method, atoms 1 to 5: C -0.111; C -0.285; C -0.169; C -0.189; C 0.076



6.
A cluster of 2 separate species, C2H4O2S in total in a non-equilibrium geometry. Source: the Open Molecules 2025 dataset; level of theory: ωB97M-V/def2-TZVPD.

Structure (XYZ):
```
9
C2H4O2S (ωB97M-V/def2-TZVPD)
C 0.1959 -1.0631 -0.2716
C 1.1348 -1.6617 0.3579
O -1.5409 0.5679 -1.3516
O -0.4918 2.5976 0.4170
S -1.0192 -0.7996 -1.2632
H -0.9600 2.1064 -0.3776
H 2.0909 -1.7649 -0.1059
H 1.0686 -2.0093 1.4269
H -0.4783 2.0269 1.1681
```

Values from the calculation:
Highest occupied orbital energy in eV: -10.00
Relative energy (zero: lowest compared OMol25 entry of this formula, charge and spin) in eV: 3.1366
Orbital gap in eV: 9.62
Spin multiplicity: 1
LUMO level in eV: -0.39

Atomic partial charges in e from the Löwdin method, atoms 1 to 5: C -0.426; C -0.025; O -0.576; O -0.116; S 0.939



7.
A structure of composition C11H17B3Cl10F7IO3S in a non-equilibrium geometry. Source: the Open Molecules 2025 dataset; level of theory: ωB97M-V/def2-TZVPD.

Structure (XYZ):
```
53
C11H17B3Cl10F7IO3S (ωB97M-V/def2-TZVPD)
F 3.3325 -2.1713 0.1267
C 3.9284 -1.3738 -0.7646
F 5.1666 -1.8461 -0.9950
F 4.0328 -0.1452 -0.2584
C 3.1671 -1.3697 -2.1131
F 3.7749 -0.4969 -2.9590
F 3.3079 -2.6241 -2.6224
C 1.6598 -1.0378 -2.0639
F 1.1692 -1.4373 -3.2751
F 1.0488 -1.8032 -1.1144
B 1.2381 0.5122 -1.8643
O 1.9220 1.3852 -1.0625
B 1.0764 2.3636 -0.5748
I 1.7964 4.3197 -0.0683
O -0.2636 2.1171 -0.4287
B -0.8112 1.2998 -1.4180
C -2.2639 0.7669 -1.3049
C -2.4573 -0.6593 -1.8597
C -3.1997 -1.5965 -0.9243
S -2.4956 -1.7380 0.7365
O 0.0816 0.9585 -2.4511
H -2.5116 0.7927 -0.2472
H -2.9551 1.4384 -1.8098
H -1.5268 -1.1089 -2.1911
H -3.0614 -0.5753 -2.7616
H -4.2181 -1.2559 -0.7774
H -3.2550 -2.5757 -1.3885
H -1.1882 -1.9281 0.5054
C 1.9129 -5.2311 1.7435
Cl 0.3466 -4.4681 1.4470
Cl 2.0801 -5.7781 3.4160
H 2.0065 -6.0888 1.0894
H 2.6926 -4.5083 1.5374
C 4.1794 7.4755 2.3120
Cl 4.3076 5.9536 3.1952
Cl 3.0525 7.3625 0.9517
H 3.8223 8.2399 2.9907
H 5.1571 7.7359 1.9265
C 5.9025 5.4858 7.1202
Cl 6.8338 6.2972 5.8557
Cl 4.1636 5.7344 6.9261
H 6.1065 4.4236 7.0700
H 6.2035 5.8859 8.0801
C -7.6422 -0.5181 -2.8298
Cl -6.2274 -1.5472 -3.0906
Cl -7.9456 -0.2517 -1.1093
H -7.4702 0.4411 -3.3022
H -8.5061 -1.0063 -3.2628
C -5.5101 -5.3197 -1.2316
Cl -6.0642 -4.3140 0.1108
Cl -4.7523 -4.3517 -2.5027
H -4.7814 -6.0284 -0.8585
H -6.3627 -5.8350 -1.6556
```

Values from the calculation:
Highest occupied orbital energy in eV: -8.89
Orbital gap in eV: 9.14
Spin multiplicity: 1
LUMO level in eV: 0.25

Atomic partial charges in e from the Löwdin method, atoms 1 to 5: F 0.174; C -0.530; F 0.174; F 0.194; C -0.333



8.
The molecule C5H5NS2 in a non-equilibrium geometry. Source: the Open Molecules 2025 dataset; level of theory: ωB97M-V/def2-TZVPD.

Structure (XYZ):
```
13
C5H5NS2 (ωB97M-V/def2-TZVPD)
C 1.4682 -0.8030 -0.0370
C 0.2013 -0.2937 -0.1592
C -1.0681 -1.0144 -0.1214
C -2.0551 -0.0397 -0.0197
C -0.0827 1.1677 -0.0196
H 3.8108 -0.8368 0.2865
H 1.5381 -1.8941 0.0367
H -1.0682 -2.1329 -0.2541
H -3.1277 -0.1255 0.0655
H -1.9696 2.0644 0.2417
N -1.4555 1.2311 0.0959
S 2.9154 0.1933 -0.0075
S 0.8932 2.4837 -0.1078
```

Values from the calculation:
Highest occupied orbital energy in eV: -7.73
SMILES: S=C1NC=C/C1=C/S
Relative energy (zero: lowest compared OMol25 entry of this formula, charge and spin) in eV: 0.3323
Orbital gap in eV: 7.32
Spin multiplicity: 1
LUMO level in eV: -0.41

Atomic partial charges in e from the Löwdin method, atoms 1 to 5: C -0.427; C -0.343; C -0.048; C -0.079; C -0.788



It is found that the total energy values, taken in the order of the records, are -272397.56772; -48287.10004; -151988.87516; -27869.82852; -18921.18522; -17066.13414; -183045.31290; -28425.64229 eV.